# 1
Entry from OMol25: a molecular structure, C37H103N7O18Zn (the ωB97M-V functional and the def2-TZVPD basis).

Its orbital gap is 8.2430 eV. As for the LUMO energy: -0.00170 hartree.

```
166
C37H103N7O18Zn the ωB97M-V functional and the def2-TZVPD basis
Zn 8.1599 3.3051 -1.3849
O 11.4588 3.5144 -3.4252
C 10.3119 3.4264 -2.7101
O 10.2270 3.6562 -1.5483
O 9.2020 3.1264 -3.1725
H 11.0337 3.5903 -4.2826
O 8.6758 1.6328 2.0840
C 8.3065 2.1577 0.8994
O 8.3528 1.5459 -0.1746
O 8.0385 3.3544 0.7621
H 8.7894 0.7230 1.7996
C 6.8500 -2.8690 0.9189
C 7.1921 -1.4214 1.0883
C 6.1910 -0.6012 1.9249
O 8.4828 -1.2832 1.6215
H 5.8414 -2.9486 0.5131
H 6.9219 -3.4587 1.8328
H 7.5065 -3.3485 0.1928
H 7.2086 -0.9176 0.1219
H 6.4685 0.4520 1.9673
H 6.0417 -1.0002 2.9282
H 5.2072 -0.5011 1.4663
H 9.1586 -1.6971 1.0796
C 9.9296 1.9890 5.8514
C 10.6746 3.2652 6.3240
C 12.1504 3.3994 5.9072
O 12.8038 4.4965 6.4279
C 13.8179 5.0681 5.5671
N 9.9537 4.4242 5.8851
H 9.5992 1.9807 4.8127
H 9.0402 1.9270 6.4786
H 10.5700 1.1118 5.9441
H 10.6380 3.3775 7.4075
H 12.0788 3.4856 4.8230
H 12.7377 2.4983 6.0837
H 13.4173 5.5087 4.6541
H 14.5947 4.3720 5.2508
H 14.2519 5.9667 6.0056
H 10.5685 5.2251 5.9079
H 9.7371 4.3843 4.8994
C 10.6465 -4.2942 1.0081
C 11.0515 -3.4533 -0.1899
C 10.4133 -4.1465 -1.4248
O 11.0341 -5.4044 -1.6379
C 10.9158 -5.9355 -2.9570
N 10.5061 -2.1239 -0.1048
H 10.8769 -4.0043 2.0332
H 11.0113 -5.3207 0.9729
H 9.5654 -4.4311 0.9828
H 12.1303 -3.4605 -0.3455
H 10.5418 -3.5219 -2.3088
H 9.3394 -4.3080 -1.3310
H 11.4834 -6.8646 -3.0070
H 11.2849 -5.2879 -3.7523
H 9.8620 -6.1762 -3.0976
H 11.0591 -1.6209 0.5744
H 10.6304 -1.8458 -1.0677
C 8.5036 -3.7135 5.4253
C 8.3881 -2.4082 6.2188
C 7.4175 -1.3174 5.5791
O 7.3957 -0.2201 6.4385
C 6.5983 0.8264 5.9704
N 7.8888 -2.7832 7.5284
H 7.5106 -4.1487 5.3124
H 9.1102 -4.5317 5.8136
H 8.8295 -3.5792 4.3939
H 9.3234 -1.8505 6.2679
H 6.4532 -1.8075 5.4447
H 7.8100 -1.0817 4.5899
H 6.8620 1.8178 6.3385
H 5.5837 0.7065 6.3503
H 6.5727 0.8668 4.8814
H 7.0907 -3.3876 7.3946
H 7.4757 -1.9097 7.8226
C 4.5043 4.1138 -3.0522
C 6.0141 4.2025 -2.8366
C 6.4201 5.3809 -1.9338
O 7.6745 5.1196 -1.4510
C 8.2209 6.1771 -0.7453
N 6.3537 2.9092 -2.2885
H 3.9831 3.9442 -2.1100
H 4.2523 3.3098 -3.7437
H 4.1092 4.9967 -3.5548
H 6.5163 4.2651 -3.8020
H 5.7503 5.5152 -1.0845
H 6.3244 6.3031 -2.5069
H 9.2815 5.9778 -0.5923
H 7.7991 6.2890 0.2535
H 8.2726 7.1138 -1.3004
H 6.0776 2.2438 -2.9965
H 5.6601 2.6585 -1.5985
C 13.8439 0.1522 -0.0659
C 12.6991 1.1187 0.1433
C 12.0567 1.1463 1.5471
O 11.5040 -0.1500 1.8639
C 11.1174 -0.2705 3.1711
N 13.2015 2.4247 -0.2552
H 14.1845 0.3291 -1.0861
H 13.5374 -0.8807 0.0998
H 14.5682 0.4119 0.7061
H 11.9368 0.8061 -0.5704
H 11.2781 1.9057 1.6201
H 12.7398 1.4798 2.3283
H 11.9718 -0.2413 3.8473
H 10.5916 -1.2251 3.1888
H 10.4388 0.5744 3.2879
H 12.4034 3.0256 -0.4038
H 13.5719 2.3831 -1.1939
C 13.5498 -2.3138 -3.5808
C 12.7430 -1.3390 -4.4261
C 11.6636 -0.5609 -3.6796
O 10.5861 -1.3565 -3.2202
C 9.3727 -0.6848 -2.8605
N 13.7429 -0.4206 -4.9242
H 13.8661 -1.7999 -2.6731
H 14.4260 -2.7674 -4.0441
H 12.8666 -3.1010 -3.2621
H 12.3418 -1.7917 -5.3328
H 11.2014 0.1991 -4.3096
H 12.0918 -0.0141 -2.8395
H 9.5268 -0.2659 -1.8660
H 8.6268 -1.4485 -2.6402
H 8.9887 0.0982 -3.5144
H 14.3297 -0.1571 -4.1455
H 14.4124 -0.8971 -5.5115
C 3.4019 0.2964 4.2068
C 2.2270 1.1468 3.7532
C 0.9171 0.3579 3.6093
O 1.0869 -0.7861 2.7422
C -0.1273 -1.5242 2.6954
N 2.0919 2.1981 4.7292
H 3.6723 -0.4845 3.4960
H 3.2149 -0.1365 5.1896
H 4.2673 0.9581 4.2407
H 2.3803 1.6011 2.7743
H 0.0758 1.0060 3.3637
H 0.6103 0.0297 4.6024
H 0.0597 -2.4613 2.1711
H -0.9274 -1.0128 2.1602
H -0.5250 -1.7901 3.6748
H 2.9163 2.7748 4.8184
H 2.0840 1.7428 5.6307
C 5.6141 -0.6001 -3.1460
O 5.5139 0.6041 -3.9043
H 4.6367 -0.9715 -2.8379
H 6.0200 -1.3608 -3.8128
H 6.3859 -0.4502 -2.3910
H 5.1334 0.4056 -4.7631
C 4.5021 2.7350 0.7821
O 4.5992 1.9390 -0.4304
H 3.5421 3.2499 0.8186
H 4.6597 2.1444 1.6845
H 5.3274 3.4416 0.6939
H 3.9904 1.2080 -0.5596
C 6.7466 4.2103 4.1075
O 5.5720 3.9791 4.8999
H 6.4609 4.3318 3.0626
H 7.3487 5.0702 4.4012
H 7.3541 3.3063 4.0640
H 4.8425 4.3996 4.4387
C 10.8490 5.1927 2.1999
O 9.6365 4.8493 2.8259
H 10.7863 5.5736 1.1805
H 11.3161 5.9904 2.7775
H 11.5051 4.3227 2.1735
H 9.1092 4.3224 2.2210
```


# 2
Entry from OMol25: 14 unconnected molecules or ions with the total composition C37H110N18O14 (the ωB97M-V functional and the def2-TZVPD basis).

Its orbital gap is 8.7030 eV. As for the LUMO energy: 0.00269 hartree.

```
179
C37H110N18O14 the ωB97M-V functional and the def2-TZVPD basis
C 0.4222 0.1523 -0.6539
O 1.2843 0.6174 -1.4264
N 0.3827 0.4241 0.6687
N -0.6155 -0.6098 -1.0746
H -0.4642 0.2016 1.1982
H 1.0455 1.0782 1.0615
H -1.2701 -0.8671 -0.3538
H -0.6968 -0.8700 -2.0526
C 3.4023 2.8156 0.3178
O 4.2112 3.3595 1.0747
N 2.3002 3.4397 -0.1607
N 3.5452 1.5298 -0.1188
H 1.6219 2.9382 -0.7098
H 2.1146 4.4141 -0.0247
H 2.7545 1.0273 -0.5294
H 4.3993 1.0817 0.1604
C 3.3737 1.3932 -4.5730
O 3.7426 1.5610 -5.7383
N 2.0763 1.1470 -4.2700
N 4.2531 1.4162 -3.5290
H 1.7727 0.9858 -3.3070
H 1.3612 1.1452 -4.9678
H 5.1166 1.9008 -3.6941
H 3.8703 1.4849 -2.6011
C -3.0351 -0.0532 2.2825
O -2.1310 -0.5231 1.5680
N -4.0729 -0.8416 2.7159
N -3.2497 1.2680 2.4478
H -4.9782 -0.4135 2.7386
H -3.9727 -1.8223 2.5132
H -3.9646 1.5813 3.0758
H -2.5245 1.9053 2.1682
C -0.4886 1.0127 4.7196
O -0.0905 2.1920 4.7797
N 0.2424 0.0726 4.1006
N -1.7413 0.6675 5.1204
H 1.0547 0.4231 3.6335
H -0.0333 -0.8800 3.9131
H -1.9896 -0.3113 5.1577
H -2.1929 1.3090 5.7474
C -0.7228 -3.3062 -5.6092
C -0.0887 -2.8300 -4.2967
C 1.4302 -2.8631 -4.3222
O 1.7646 -4.2386 -4.2702
C 3.1681 -4.4190 -4.5083
N -0.6365 -1.5252 -3.8946
H -1.8108 -3.3939 -5.6534
H -0.3967 -4.3301 -5.8239
H -0.4072 -2.7323 -6.4853
H -0.3500 -3.5611 -3.5273
H 1.7551 -2.3038 -3.4318
H 1.9101 -2.3143 -5.1404
H 3.7229 -3.9616 -3.6868
H 3.4551 -4.0126 -5.4776
H 3.3239 -5.4951 -4.4749
H -1.6504 -1.6114 -4.0123
H -0.4883 -0.8397 -4.6372
C 3.4366 -2.2763 -1.0225
C 2.3931 -3.0653 -0.2100
C 1.1253 -3.3923 -0.9675
O 0.1129 -3.7812 -0.0294
C -1.0538 -4.1535 -0.7204
N 3.0204 -4.3348 0.1685
H 2.9098 -1.3934 -1.4005
H 3.8234 -2.8377 -1.8744
H 4.2945 -1.9413 -0.4420
H 2.2591 -2.4884 0.7147
H 1.2597 -4.1344 -1.7608
H 0.7234 -2.5090 -1.4868
H -1.8146 -4.4372 0.0151
H -0.8953 -5.0389 -1.3428
H -1.5192 -3.3301 -1.2745
H 3.9592 -4.2347 0.5244
H 2.4500 -4.8614 0.8145
C -5.5774 -5.5541 0.0976
C -4.6455 -4.5232 0.7408
C -4.4166 -3.3716 -0.2114
O -3.8348 -3.9570 -1.3617
C -3.6174 -3.0446 -2.4180
N -5.3027 -4.0453 1.9963
H -6.3919 -5.0975 -0.4698
H -6.0345 -6.2290 0.8251
H -5.0581 -6.2077 -0.6042
H -3.7314 -5.0506 1.0195
H -3.7715 -2.6031 0.2450
H -5.3470 -2.8132 -0.3789
H -3.3325 -3.6809 -3.2571
H -2.7957 -2.3561 -2.1818
H -4.4593 -2.4181 -2.7310
H -6.1314 -4.6128 2.1342
H -4.7828 -4.2676 2.8394
C 0.4503 -4.4513 3.4732
C -0.7601 -3.5169 3.3490
C -1.3124 -3.1374 4.7216
O -2.5368 -2.4629 4.7298
C -3.6842 -3.2735 4.4895
N -0.4051 -2.3618 2.5000
H 0.1803 -5.4007 3.9358
H 1.2030 -4.0168 4.1411
H 0.9151 -4.5526 2.4997
H -1.4537 -4.1045 2.7285
H -0.5981 -2.5189 5.2691
H -1.3297 -4.1030 5.2486
H -4.5997 -2.7122 4.3416
H -3.7815 -4.0329 5.2690
H -3.4255 -3.8060 3.5644
H -0.2066 -2.7337 1.5627
H -1.2115 -1.7634 2.3282
C 1.2183 5.5550 4.0854
C -0.2281 5.9246 3.8479
C -0.7237 5.7988 2.3770
O -0.7290 4.4716 1.8957
C 0.4640 4.1773 1.1818
N -1.0213 5.0782 4.7623
H 1.4899 5.7001 5.1309
H 1.8673 6.1446 3.4331
H 1.4210 4.4958 3.9095
H -0.3836 6.9894 4.0526
H -0.1753 6.5197 1.7624
H -1.7638 6.1192 2.4725
H 0.4408 3.1547 0.8028
H 1.3969 4.3071 1.7334
H 0.5117 4.8322 0.3024
H -0.6932 4.1165 4.6688
H -1.9944 4.9811 4.4829
C -0.4881 3.4665 -2.9234
C -0.4860 4.9818 -3.1297
C 0.8990 5.5854 -3.2115
O 1.5197 5.5721 -1.9573
C 2.8161 6.1290 -1.9952
N -1.2250 5.2739 -4.3968
H -0.0258 2.9879 -3.7880
H -1.5010 3.0527 -2.8818
H -0.0153 3.1800 -1.9848
H -1.0813 5.4473 -2.3361
H 0.7243 6.5947 -3.6186
H 1.5065 5.1182 -3.9974
H 2.7796 7.1656 -2.3458
H 3.4147 5.6016 -2.7510
H 3.3795 6.0441 -1.0695
H -1.9409 4.5566 -4.4749
H -1.7800 6.0967 -4.1735
C 3.9240 -1.0013 2.6547
C 4.9888 -0.3351 3.5339
C 5.9789 0.5436 2.7898
O 6.8815 0.9924 3.8049
C 7.8547 1.8809 3.3225
N 4.2211 0.3622 4.5733
H 3.3499 -1.6973 3.2648
H 4.3997 -1.5666 1.8462
H 3.2350 -0.2816 2.2135
H 5.5220 -1.1657 4.0056
H 5.4436 1.3885 2.3466
H 6.5377 -0.0874 2.0908
H 8.4879 2.1904 4.1515
H 7.3885 2.7679 2.8747
H 8.4898 1.4703 2.5270
H 4.8853 0.8029 5.2075
H 3.7867 1.1480 4.1024
C -3.6979 2.0186 -4.8375
C -3.1641 0.7332 -4.1902
C -3.4351 0.6086 -2.7149
O -4.7794 0.6309 -2.3118
C -4.9373 0.6013 -0.9020
N -3.8235 -0.3761 -4.9801
H -3.0641 2.2303 -5.7030
H -3.5413 2.8691 -4.1613
H -4.7380 2.0314 -5.1492
H -2.1031 0.5867 -4.3782
H -2.9949 1.4755 -2.1910
H -2.8974 -0.2389 -2.2729
H -5.9801 0.7765 -0.6706
H -4.2772 1.3316 -0.4169
H -4.5284 -0.3704 -0.5947
H -4.8216 -0.2312 -4.8515
H -3.6752 -0.1430 -5.9575
O 2.0646 1.7823 2.6804
H 2.6967 2.4027 3.0649
H 1.2161 2.0249 3.0949
```


# 3
Entry from OMol25: a molecular structure, C37H22Br2Cl5F8P2RuSi (the ωB97M-V functional and the def2-TZVPD basis).

The net charge is +2. Its orbital gap (alpha / beta) is 7.0288 / 6.2980 eV. The energy above the lowest of the compared OMol25 structures with the same formula, charge and spin comes out at 0.0 kcal per mole. As for the expectation value of S²: 0.761. The spin multiplicity is 2. As for the LUMO energy (alpha / beta): -0.27407 / -0.30076 hartree.

```
78
C37H22Br2Cl5F8P2RuSi the ωB97M-V functional and the def2-TZVPD basis
Ru -0.8054 -1.1289 -0.0321
F -0.6933 2.6193 6.0245
C -0.3164 1.9094 4.9859
C 1.0201 1.5818 4.8043
F 1.9225 1.9738 5.6782
C 1.3951 0.8266 3.7002
F 2.6750 0.4913 3.5934
C 0.4804 0.4002 2.7420
P 1.1038 -0.5928 1.3302
C 2.4599 0.4146 0.7090
C 3.8079 0.1161 0.8964
C 4.7719 0.9989 0.4404
C 4.3997 2.1860 -0.1776
C 3.0572 2.4990 -0.3388
C 2.0914 1.6120 0.1014
C 1.6605 -2.0932 2.1860
C 1.0190 -2.4227 3.3854
C 1.3764 -3.5628 4.0830
C 2.3838 -4.3870 3.6020
C 3.0380 -4.0604 2.4222
C 2.6821 -2.9230 1.7172
C -0.8514 0.7155 2.9761
Br -2.2409 0.1184 1.8373
C -1.2583 1.4597 4.0660
F -2.5383 1.7463 4.2528
H 4.1122 -0.7764 1.4210
H 5.8177 0.7684 0.5850
H 5.1593 2.8750 -0.5202
H 2.7640 3.4285 -0.8074
H 1.0420 1.8560 -0.0223
H 0.2442 -1.7883 3.7930
H 0.8804 -3.7948 5.0156
H 2.6711 -5.2706 4.1554
H 3.8369 -4.6862 2.0498
H 3.2111 -2.6943 0.8092
F -4.7050 -1.8527 -5.8161
C -3.9097 -1.3281 -4.9136
C -3.1919 -0.1756 -5.1882
F -3.3100 0.4128 -6.3591
C -2.3524 0.3722 -4.2206
F -1.7339 1.4987 -4.5460
C -2.1850 -0.2099 -2.9705
P -1.1161 0.5198 -1.6713
C 0.2085 1.4324 -2.4802
C 0.0711 2.8032 -2.7416
C 1.0725 3.4800 -3.4116
C 2.2089 2.8039 -3.8449
C 2.3448 1.4476 -3.5989
C 1.3495 0.7719 -2.9134
C -2.1966 1.7571 -0.9056
C -3.5812 1.5870 -0.9295
C -4.4040 2.4557 -0.2279
C -3.8512 3.4960 0.5045
C -2.4739 3.6750 0.5294
C -1.6496 2.8086 -0.1667
C -2.9298 -1.3598 -2.7310
Br -2.8104 -2.2751 -1.0770
C -3.7770 -1.9218 -3.6608
F -4.4576 -3.0219 -3.3819
H -0.8213 3.3378 -2.4490
H 0.9581 4.5357 -3.6147
H 2.9802 3.3381 -4.3825
H 3.2222 0.9122 -3.9340
H 1.4789 -0.2797 -2.7104
H -4.0297 0.7872 -1.5035
H -5.4765 2.3257 -0.2619
H -4.4942 4.1753 1.0472
H -2.0442 4.4970 1.0853
H -0.5792 2.9674 -0.1462
Cl -0.0964 -2.7502 -3.3945
Si 0.5367 -2.5771 -1.4624
Cl 2.5562 -2.2730 -1.6579
Cl 0.3297 -4.3672 -0.5324
Cl -2.0294 -3.1736 2.0363
C -1.8180 -4.9536 1.9220
Cl -2.6781 -5.5998 0.5421
H -2.2397 -5.3551 2.8376
H -0.7547 -5.1396 1.8371
```


# 4
Entry from OMol25: a molecular structure, C37H24FeN9OS2 (the ωB97M-V functional and the def2-TZVPD basis).

The net charge is -1. Its orbital gap (alpha / beta) is 5.1439 / 5.1428 eV. As for the LUMO energy (alpha / beta): 0.05528 / 0.05526 hartree.

```
74
C37H24FeN9OS2 the ωB97M-V functional and the def2-TZVPD basis
Fe -0.6730 -0.2905 0.3528
C 1.1254 5.2887 3.2862
C 0.1776 5.8725 2.4289
C -0.5388 5.1067 1.5281
C -0.2900 3.7375 1.4962
C -0.8378 2.6517 0.7007
N -1.7602 2.8331 -0.2265
C -2.2562 1.8521 -0.9498
C -3.2493 2.0619 -1.9945
C -3.8802 3.2003 -2.4827
C -4.7806 3.0436 -3.5218
C -5.0464 1.7779 -4.0662
C -4.4163 0.6458 -3.5801
C -3.5135 0.8047 -2.5356
C -2.6748 -0.1373 -1.8050
N -2.6783 -1.4409 -2.0662
C -1.9244 -2.2931 -1.4167
N -1.0380 -2.0394 -0.4150
C -0.4597 -3.1981 -0.0435
N 0.4800 -3.3892 0.8641
C 0.9932 -2.3922 1.5616
N 0.6726 -1.0837 1.5090
C 1.4624 -0.4061 2.3902
N 1.4646 0.8759 2.6540
C 0.6481 1.7358 2.0489
N -0.2351 1.4809 1.0602
C 0.6500 3.1573 2.3503
C 1.3708 3.9285 3.2575
C 2.3646 -1.3481 3.0587
C 3.3437 -1.1837 4.0243
C 4.0209 -2.3165 4.4519
C 3.7195 -3.5787 3.9292
C 2.7345 -3.7369 2.9650
C 2.0670 -2.6013 2.5383
C -1.0037 -4.3015 -0.8433
C -0.7435 -5.6623 -0.8615
C -1.4373 -6.4371 -1.7794
C -2.3636 -5.8608 -2.6561
C -2.6185 -4.4975 -2.6335
C -1.9256 -3.7293 -1.7119
N -1.9447 0.5231 -0.8833
H 1.6646 5.9178 3.9839
H 0.0053 6.9406 2.4821
H -1.2736 5.5462 0.8657
H -3.6693 4.1713 -2.0533
H -5.2938 3.9091 -3.9230
H -5.7578 1.6908 -4.8783
H -4.6127 -0.3363 -3.9906
H 2.0923 3.4653 3.9182
H 3.5565 -0.2041 4.4322
H 4.7912 -2.2279 5.2084
H 4.2611 -4.4441 4.2912
H 2.4823 -4.7083 2.5604
H -0.0261 -6.0941 -0.1758
H -1.2635 -7.5053 -1.8209
H -2.8891 -6.4937 -3.3608
H -3.3354 -4.0402 -3.3031
S -2.4382 -0.5194 1.9065
C -1.7002 -1.1367 3.2841
N -1.1916 -1.5629 4.2357
O 0.8417 -0.1368 -1.1280
S 1.1497 1.2671 -1.5938
C 2.2294 1.0140 -3.0352
C 3.6649 0.9789 -2.5273
C 3.7348 2.0774 -1.4688
C 2.5359 1.8475 -0.5579
H 2.0587 1.8422 -3.7250
H 1.8758 0.0898 -3.4899
H 4.3780 1.1381 -3.3374
H 3.8764 0.0069 -2.0775
H 3.6643 3.0570 -1.9501
H 4.6652 2.0602 -0.9002
H 2.2193 2.7197 0.0124
H 2.6983 1.0164 0.1327
```


Max |F|: 8.0; 2.8; 0.7; 0.1 (eV/Å)